# 1
27
Properties=species:S:1:pos:R:3:nbo_charge:R:1 method="wB97M-V/def2-TZVPD" homo_lumo_gap_ev=10.390 total_energy_ev=-11988.3750 charge=+1 de_lowest_kcal_mol=0.0 fmax_ev_per_a=1.97 e_lumo_ev=-2.7
N -0.463 1.498 0.398 -0.725
C 0.211 0.284 -0.168 -0.059
C 1.297 -0.197 0.796 -0.423
C 1.920 -1.513 0.364 -0.237
N 2.799 -1.352 -0.798 -0.847
C -0.931 -0.805 -0.237 -0.245
N -2.250 -0.163 -0.371 -0.658
C -3.304 -0.460 0.585 -0.424
H -1.488 1.237 0.185 0.454
H -0.227 1.504 1.388 0.419
H -0.235 2.401 -0.011 0.460
H 0.444 0.476 -1.211 0.236
H 2.069 0.578 0.799 0.225
H 0.871 -0.277 1.773 0.207
H 2.425 -1.980 1.214 0.210
H 1.168 -2.288 0.218 0.192
H 3.737 -1.644 -0.558 0.378
H 2.488 -1.992 -1.511 0.368
H -0.946 -1.388 0.683 0.204
H -0.796 -1.453 -1.098 0.227
H -2.571 -0.179 -1.328 0.396
H -4.162 0.130 0.277 0.228
H -3.665 -1.501 0.627 0.197
H -2.945 -0.408 1.612 0.201
H 1.968 2.514 -1.407 0.495
H 1.389 3.896 -0.877 0.492
O 1.196 3.083 -1.346 -0.971

=====

# 2
99
Properties=species:S:1:pos:R:3:nbo_charge:R:1 method="wB97M-V/def2-TZVPD" homo_lumo_gap_ev=9.120 total_energy_ev=-62097.5672 charge=+1 de_lowest_kcal_mol=2.5 fmax_ev_per_a=1.15 e_lumo_ev=-1.8
C 1.218 3.517 1.393 -0.182
C 1.648 3.567 0.276 -0.088
C 2.169 3.608 -1.082 -0.140
H 1.332 3.548 -1.789 0.217
O 3.018 2.519 -1.419 -0.551
C 4.355 2.613 -0.977 -0.097
H 4.679 3.658 -0.925 0.189
H 4.952 2.103 -1.739 0.195
C 4.578 1.954 0.393 -0.102
O 4.340 0.558 0.374 -0.568
C 5.409 -0.217 -0.145 -0.086
C 4.998 -1.685 -0.198 -0.088
O 4.183 -1.893 -1.340 -0.556
C 3.856 -3.243 -1.625 -0.077
H 3.458 -3.218 -2.641 0.222
C 2.819 -3.868 -0.676 -0.266
N 1.449 -3.597 -1.060 -0.607
C 0.541 -3.133 -0.159 0.638
N 0.997 -2.312 0.798 -0.706
C 0.093 -2.018 1.761 0.665
N 0.520 -1.356 2.838 -0.388
C -0.388 -0.818 3.825 -0.251
C -0.366 0.713 3.731 -0.085
H -0.949 1.156 4.540 0.200
O 0.947 1.217 3.873 -0.533
C 1.807 0.689 2.889 -0.089
C 1.861 -0.840 2.971 -0.251
H 2.247 -1.138 3.953 0.208
H 2.495 -1.249 2.188 0.229
H 1.447 0.979 1.891 0.188
H 2.791 1.121 3.077 0.194
H -0.781 1.012 2.758 0.191
H -1.387 -1.202 3.628 0.246
H -0.052 -1.135 4.817 0.205
N -1.183 -2.388 1.713 -0.632
C -1.559 -3.055 0.624 0.634
N -0.725 -3.468 -0.343 -0.622
N -2.855 -3.406 0.531 -0.393
C -3.790 -2.890 1.500 -0.221
H -3.303 -2.845 2.473 0.252
H -4.641 -3.571 1.552 0.207
C -4.206 -1.480 1.056 -0.241
N -4.368 -1.477 -0.391 -0.435
C -4.217 -0.414 -1.203 0.693
O -4.353 -0.480 -2.408 -0.626
C -3.747 0.904 -0.544 -0.145
N -2.311 0.781 -0.543 -0.139
C -1.536 0.593 -1.628 -0.017
C -0.268 0.421 -1.111 0.025
N -0.358 0.518 0.232 -0.285
N -1.585 0.728 0.555 -0.071
C 1.027 0.139 -1.792 -0.100
C 0.856 -0.904 -2.913 -0.063
H 0.168 -0.518 -3.672 0.185
O 2.097 -1.259 -3.461 -0.720
H 2.432 -0.541 -4.009 0.479
H 0.436 -1.823 -2.498 0.202
H 1.442 1.058 -2.223 0.234
N 2.008 -0.376 -0.817 -0.792
H 2.748 -0.937 -1.308 0.470
H 2.504 0.380 -0.325 0.459
H 1.577 -1.035 -0.094 0.470
H -1.932 0.581 -2.620 0.252
H -4.074 0.981 0.493 0.242
C -4.217 2.132 -1.335 -0.414
H -3.395 2.509 -1.943 0.244
H -5.021 1.824 -2.006 0.238
C -4.707 3.252 -0.421 -0.390
H -5.477 2.863 0.250 0.200
H -5.173 4.022 -1.038 0.213
C -3.597 3.896 0.411 -0.413
H -3.068 3.139 0.993 0.195
C -2.580 4.673 -0.428 -0.216
N -1.606 3.776 -1.048 -0.860
H -1.009 3.382 -0.326 0.360
H -1.010 4.315 -1.670 0.356
H -2.093 5.426 0.211 0.175
H -3.099 5.203 -1.231 0.189
H -4.059 4.591 1.114 0.218
C -4.651 -2.773 -0.983 -0.247
H -5.567 -3.174 -0.541 0.199
H -4.814 -2.623 -2.051 0.264
C -3.461 -3.725 -0.744 -0.223
H -2.698 -3.613 -1.514 0.239
H -3.811 -4.762 -0.743 0.207
H -5.139 -1.179 1.547 0.203
H -3.404 -0.800 1.348 0.229
H 1.047 -4.230 -1.737 0.411
H 2.987 -4.949 -0.659 0.211
H 2.954 -3.484 0.337 0.232
H 4.771 -3.846 -1.607 0.183
H 4.464 -1.940 0.725 0.184
H 5.898 -2.307 -0.272 0.195
H 5.676 0.108 -1.158 0.185
H 6.287 -0.108 0.504 0.191
H 3.863 2.361 1.113 0.216
H 5.597 2.167 0.735 0.188
H 2.693 4.562 -1.239 0.211
H 0.849 3.481 2.376 0.251